## w
Here is CH4NP as an isolated structure from the Open Molecules 2025 dataset. Energies are from ωB97M-V with the def2-TZVPD basis set.

Cartesian coordinates (Å):
C  0.972  -0.160  0.145
N  -0.080  0.723  -0.040
P  -2.190  -0.165  0.083
H  1.799  -0.008  -0.671
H  0.736  -1.379  0.141
H  1.643  0.058  1.035
H  -2.879  0.930  -0.694

Calculated values
E_LUMO (spin up / spin down), eV: -1.2949 / -0.1911
2S+1: 1
Orbital gap (spin up / spin down), eV: 8.1 / 8.5

Results of the natural (NBO) charge analysis, in e, for atoms 1 through 6:
1 C -0.5483
2 N -0.3807
3 P 0.3486
4 H 0.2287
5 H 0.1791
6 H 0.2339

---

## x
Here is a 2-piece molecular cluster, CH4NP overall from the Open Molecules 2025 dataset. Energies are from ωB97M-V with the def2-TZVPD basis set.

Cartesian coordinates (Å):
C  1.157  -0.671  0.061
N  -3.231  0.679  0.576
P  -2.812  -0.417  -0.436
H  0.825  -1.381  -0.656
H  0.455  0.232  0.023
H  1.356  -0.905  1.042
H  -4.180  0.714  0.927

Calculated values
E_LUMO (spin up / spin down), eV: -0.4431 / -0.5113
2S+1: 1
Orbital gap (spin up / spin down), eV: 8.9 / 7.1

Results of the natural (NBO) charge analysis, in e, for atoms 1 through 6:
1 C -0.4720
2 N -1.1028
3 P 0.7264
4 H 0.1578
5 H 0.1555
6 H 0.1542

---

The computed energies, referenced to the most stable structure and given in kcal/mol, are w 24.9; x 0.0.

---

## w
Here is one molecule with the formula C4H4 from the Open Molecules 2025 dataset. Energies are from ωB97M-V with the def2-TZVPD basis set.

Cartesian coordinates (Å):
C  1.354  -0.571  -0.256
C  1.008  -0.312  0.940
C  -1.165  0.055  0.311
C  0.076  0.287  -0.223
H  1.894  -0.758  -1.285
H  -1.359  -0.853  0.855
H  -1.927  0.871  0.387
H  0.119  1.281  -0.730

Calculated values
E_LUMO, eV: 0.1827
2S+1: 1
Orbital gap, eV: 9.0

Results of the natural (NBO) charge analysis, in e, for atoms 1 through 6:
1 C -0.3617
2 C -0.0682
3 C -0.2011
4 C -0.2911
5 H 0.2949
6 H 0.2056

---

## x
Here is a 2-piece molecular cluster, C4H4 overall from the Open Molecules 2025 dataset. Energies are from ωB97M-V with the def2-TZVPD basis set.

Cartesian coordinates (Å):
C  2.897  -0.549  -0.033
C  3.138  0.619  -0.023
H  2.927  -1.559  -0.356
H  2.895  1.717  0.243
C  -2.363  -0.241  0.149
C  -3.573  0.200  -0.095
H  -1.237  -0.732  0.572
H  -4.684  0.545  -0.458

Calculated values
E_LUMO, eV: 0.9111
2S+1: 1
Orbital gap, eV: 11.1
Structure (SMILES): C#C.C#C

Results of the natural (NBO) charge analysis, in e, for atoms 1 through 6:
1 C -0.2471
2 C -0.2410
3 H 0.2322
4 H 0.2562
5 C -0.2948
6 C -0.2999

---

## y
Here is a 2-piece molecular cluster, C4H4 overall from the Open Molecules 2025 dataset. Energies are from ωB97M-V with the def2-TZVPD basis set.

Cartesian coordinates (Å):
C  -1.053  0.078  0.304
C  -2.335  -0.132  0.131
C  0.292  0.795  -0.033
C  0.326  -0.554  0.437
H  0.309  0.933  -1.176
H  0.617  1.748  0.329
H  0.649  -1.115  1.301
H  1.195  -1.752  -1.294

Calculated values
E_LUMO (spin up / spin down), eV: -0.9496 / -1.1421
2S+1: 1
Orbital gap (spin up / spin down), eV: 8.3 / 9.0

Results of the natural (NBO) charge analysis, in e, for atoms 1 through 6:
1 C -0.4969
2 C 0.2485
3 C -0.3949
4 C -0.0842
5 H 0.2391
6 H 0.2426

---

The computed energies, referenced to the most stable structure and given in kcal/mol, are w 0.0; x 18.3; y 91.5.

---

## w
Here is a 2-piece molecular cluster, C4H4 overall from the Open Molecules 2025 dataset. Energies are from ωB97M-V with the def2-TZVPD basis set.

Cartesian coordinates (Å):
C  0.086  3.634  0.669
C  0.199  2.464  0.943
H  0.140  4.580  0.357
H  -0.191  1.326  0.872
C  0.161  -2.671  -0.227
C  -0.357  -3.031  -1.231
H  0.825  -2.503  0.606
H  -0.864  -3.799  -1.990

Calculated values
E_LUMO, eV: 1.0741
2S+1: 1
Orbital gap, eV: 11.8
Structure (SMILES): C#C.C#C

Results of the natural (NBO) charge analysis, in e, for atoms 1 through 6:
1 C -0.2245
2 C -0.2566
3 H 0.2113
4 H 0.2696
5 C -0.2574
6 C -0.2497

---

## x
Here is a 2-piece molecular cluster, C4H4 overall from the Open Molecules 2025 dataset. Energies are from ωB97M-V with the def2-TZVPD basis set.

Cartesian coordinates (Å):
C  -2.004  0.581  0.193
C  -1.848  -0.501  -0.288
H  -1.908  1.576  0.603
H  -1.724  -1.406  -0.717
C  1.596  -0.393  0.437
C  2.204  0.334  -0.261
H  0.962  -1.064  1.017
H  2.722  0.873  -0.983

Calculated values
E_LUMO, eV: 1.2269
2S+1: 1
Orbital gap, eV: 11.7
Structure (SMILES): C#C.C#C

Results of the natural (NBO) charge analysis, in e, for atoms 1 through 6:
1 C -0.2273
2 C -0.2278
3 H 0.2401
4 H 0.2159
5 C -0.2303
6 C -0.2388

---

The computed energies, referenced to the most stable structure and given in kcal/mol, are w 21.6; x 0.0.

---

## w
Here is one molecule with the formula C4H4 from the Open Molecules 2025 dataset. Energies are from ωB97M-V with the def2-TZVPD basis set.

Cartesian coordinates (Å):
C  -0.307  0.444  -1.997
C  0.091  0.021  -0.906
C  0.377  -0.482  0.355
C  0.004  0.158  1.417
H  -0.805  0.562  -3.036
H  1.051  -1.363  0.320
H  0.235  -0.373  2.434
H  -0.646  1.032  1.415

Calculated values
E_LUMO, eV: 0.9332
2S+1: 1
Orbital gap, eV: 10.2
Structure (SMILES): C#CC=C

Results of the natural (NBO) charge analysis, in e, for atoms 1 through 6:
1 C -0.2402
2 C -0.0461
3 C -0.3023
4 C -0.3205
5 H 0.2627
6 H 0.2317

---

## x
Here is C4H4 as an isolated structure from the Open Molecules 2025 dataset. Energies are from ωB97M-V with the def2-TZVPD basis set.

Cartesian coordinates (Å):
C  -0.878  -0.279  0.839
C  0.022  0.728  0.684
C  0.475  0.700  -0.647
C  -0.209  -0.921  -0.288
H  -1.394  -0.735  1.614
H  -0.035  1.295  -1.332
H  1.505  0.760  -0.911
H  0.514  -1.548  0.042

Calculated values
E_LUMO, eV: 0.2902
2S+1: 1
Orbital gap, eV: 8.7

Results of the natural (NBO) charge analysis, in e, for atoms 1 through 6:
1 C -0.2665
2 C 0.0011
3 C -0.4273
4 C -0.1274
5 H 0.2213
6 H 0.2293

---

The computed energies, referenced to the most stable structure and given in kcal/mol, are w 0.0; x 61.5.